{
  "formula": "C23H21BF8N4O3PtS",
  "method": "ωB97M-V/def2-TZVPD",
  "elements": ["Pt", "F", "C", "C", "C", "C", "O", "C", "C", "N", "C", "C", "C", "C", "C", "C", "N", "C", "C", "N", "C", "C", "C", "O", "O", "H", "H", "H", "H", "H", "H", "H", "H", "H", "H", "H", "H", "H", "H", "H", "H", "H", "H", "F", "C", "F", "F", "C", "C", "C", "C", "N", "C", "S", "H", "H", "H", "F", "B", "F", "F", "F"],
  "xyz": [[-3.909509, -0.864680, 0.462920], [1.940579, 2.462829, 0.458809], [1.775610, 1.111630, 0.452687], [0.506094, 0.615383, 0.470764], [0.304146, -0.763241, 0.424447], [-1.062000, -1.284747, 0.399490], [-1.972816, -0.431495, 0.357547], [-1.216337, -2.695455, 0.405663], [-0.085751, -3.454104, 0.401695], [1.185327, -2.985379, 0.366054], [2.293571, -3.911293, 0.340073], [2.200732, -5.112041, -0.544433], [3.133291, -3.992941, -0.903565], [1.408929, -1.620587, 0.389444], [2.700903, -1.083299, 0.398644], [2.905741, 0.286228, 0.402948], [4.242039, 0.766354, 0.346936], [4.628829, 2.059443, 0.866761], [4.608355, 3.169585, -0.180445], [5.437100, 2.732356, -1.364550], [4.970043, 1.408023, -1.913478], [5.043244, 0.376826, -0.792785], [-2.530704, -3.495513, 0.339429], [-2.396773, -4.710779, 0.296380], [-3.631466, -2.863524, 0.297664], [-0.350768, 1.277035, 0.492223], [-0.214806, -4.528807, 0.400014], [2.788915, -4.027953, 1.296996], [1.308815, -5.227156, -1.143733], [2.615556, -6.034338, -0.165853], [2.838155, -3.360853, -1.730820], [4.198137, -4.142942, -0.787539], [3.559851, -1.738420, 0.417818], [5.651169, 1.969832, 1.257864], [3.994810, 2.347151, 1.700487], [5.033946, 4.098050, 0.196935], [3.606721, 3.348971, -0.558592], [6.414418, 2.643155, -1.078136], [5.406262, 3.446973, -2.091200], [5.607324, 1.154958, -2.759245], [3.944865, 1.551977, -2.253774], [6.088779, 0.254586, -0.481723], [4.709631, -0.581691, -1.181944], [-5.713562, 5.426324, -0.534147], [-5.516795, 4.181095, -1.045430], [-6.705932, 3.779777, -1.499140], [-4.710472, 4.356726, -2.106891], [-4.929894, 3.261734, -0.008025], [-4.604358, 3.778205, 1.215789], [-4.027351, 2.967904, 2.200911], [-3.859753, 1.643657, 1.895953], [-4.196933, 1.114714, 0.711737], [-4.682281, 1.879663, -0.328594], [-4.880320, 1.184612, -1.834834], [-4.790745, 4.823628, 1.418217], [-3.761758, 3.351081, 3.174523], [-3.461222, 0.938620, 2.614542], [-6.752747, -3.272273, 0.953344], [-6.826565, -2.252881, 0.037133], [-5.906221, -1.122613, 0.628124], [-6.294671, -2.554820, -1.186031], [-8.059359, -1.655266, -0.016028]],
  "forces_ev_per_angstrom": [[-0.071, 0.047, -0.109], [0.013, 0.011, 0.000], [-0.011, 0.014, -0.021], [-0.012, 0.013, -0.015], [0.046, -0.037, -0.005], [0.022, -0.053, -0.105], [-0.018, 0.081, 0.167], [0.011, -0.036, 0.006], [0.009, 0.007, -0.027], [0.008, -0.012, -0.030], [-0.010, 0.011, 0.017], [-0.003, -0.005, 0.006], [0.001, -0.007, -0.003], [-0.027, 0.000, 0.028], [0.025, 0.010, 0.006], [-0.001, -0.047, 0.052], [0.009, 0.042, -0.073], [0.018, -0.028, 0.017], [-0.002, -0.009, 0.006], [-0.010, -0.011, 0.005], [0.003, -0.010, 0.008], [-0.004, 0.011, -0.003], [0.011, -0.028, -0.098], [-0.008, 0.002, 0.057], [0.021, 0.045, 0.047], [0.009, 0.002, -0.008], [-0.007, 0.002, 0.005], [0.009, 0.006, -0.002], [0.003, 0.000, -0.002], [-0.002, 0.001, 0.000], [-0.002, -0.002, 0.001], [-0.001, 0.002, -0.001], [-0.005, -0.001, 0.000], [-0.008, 0.008, 0.022], [-0.023, 0.002, -0.017], [0.017, -0.007, -0.002], [-0.006, 0.017, 0.006], [0.009, 0.006, -0.002], [-0.008, 0.004, -0.009], [0.001, 0.002, -0.001], [0.000, 0.003, 0.000], [0.000, -0.005, -0.002], [-0.006, 0.003, -0.003], [-0.005, 0.034, 0.041], [0.016, -0.007, 0.014], [-0.055, -0.035, -0.019], [0.052, 0.007, -0.036], [0.003, -0.007, -0.002], [0.010, 0.024, -0.016], [0.007, -0.010, 0.013], [-0.155, 0.001, 0.010], [-0.027, -0.058, 0.005], [0.157, -0.004, -0.068], [-0.005, 0.048, 0.024], [-0.005, 0.002, -0.002], [0.002, -0.007, -0.003], [-0.013, 0.009, 0.019], [-0.013, 0.015, -0.027], [0.040, -0.012, 0.059], [-0.012, -0.058, 0.074], [-0.004, 0.000, 0.000], [0.005, 0.000, -0.001]],
  "e_above_lowest_kcal_mol": 60.73,
  "e_lumo_ev": -2.20
}